ORCA calculation (ωB97M-V/def2-TZVPD) on a gas-phase ion, C6H13NO (charge -1) at a distorted geometry.

Summary:
- LUMO energy (alpha / beta) (eV) = 3.78 / 3.65
- E_HOMO (alpha / beta) (eV) = 1.20 / -3.96
- total charge = -1
- 2S+1 = 2
- energy above the lowest of the compared OMol25 structures with the same formula, charge and spin (eV) = 2.725
- frontier orbital gap (alpha / beta) (eV) = 2.6 / 7.6

Geometry as XYZ:
```
21
C6H13NO ωB97M-V/def2-TZVPD
C 0.10 1.27 -0.83
N 0.83 -0.05 -0.99
C 0.12 -1.32 -0.83
C -1.34 -1.37 -0.40
C -1.49 -1.26 1.12
O -1.86 -2.23 1.70
C 1.27 2.23 -0.62
C 1.87 2.22 0.77
H -0.51 1.21 0.18
H -0.65 1.54 -1.59
H 1.72 -0.07 -0.49
H 0.27 -2.00 -1.67
H 0.82 -1.67 -0.03
H -1.91 -0.43 -0.68
H -1.95 -2.24 -0.84
H -1.20 -0.42 1.69
H 2.12 1.96 -1.31
H 0.96 3.35 -0.85
H 2.43 1.24 0.98
H 2.61 2.95 0.96
H 1.15 2.18 1.70
```